Density functional theory data (wB97M-V/def2-TZVPD) for a molecular structure, C3H17B2Cl4CoCrN3O22 in a non-equilibrium geometry.

Last column: Mulliken spin population.
Positions of all 53 atoms, in Å:
Cr (-23.5835, 3.4615, 17.6844)  3.94
Co (-21.2764, 6.6059, 16.0027)  2.84
Cl (-21.8883, 4.6048, 13.1985)  0.00
O (-23.2722, 4.9367, 13.4931)  0.01
O (-21.3635, 5.1077, 11.9854)  0.01
O (-21.0251, 5.1355, 14.2367)  0.07
O (-21.6231, 3.1995, 13.2692)  0.01
Cl (-25.6789, 5.7017, 19.6206)  0.00
O (-24.8542, 6.9106, 19.8073)  0.00
O (-26.7146, 6.0802, 18.7454)  0.00
O (-24.9849, 4.5761, 19.1234)  -0.02
O (-26.2964, 5.3456, 20.8720)  0.00
Cl (-24.6422, 8.3891, 15.6697)  -0.03
O (-23.4162, 7.6085, 15.6713)  0.19
O (-24.9137, 8.6709, 17.0487)  0.16
O (-24.4364, 9.6466, 15.0147)  0.02
O (-25.7295, 7.6078, 15.2025)  0.04
Cl (-21.2476, 9.3918, 18.6187)  -0.04
O (-21.9205, 8.3347, 19.2772)  0.17
O (-20.2712, 9.8827, 19.4666)  0.00
O (-20.7543, 8.8651, 17.3978)  0.11
O (-22.3323, 10.3144, 18.2703)  0.15
B (-22.4235, 2.2181, 16.1733)  0.06
H (-22.7587, 3.2316, 16.0160)  -0.03
H (-21.3464, 2.1639, 16.2100)  0.01
H (-22.6958, 1.9308, 17.1770)  -0.01
H (-22.8101, 1.4950, 15.4719)  0.01
B (-22.1844, 5.2950, 17.4183)  0.17
H (-23.1748, 5.2434, 16.9932)  -0.01
H (-22.2006, 4.7200, 18.3311)  0.00
H (-21.4652, 4.9679, 16.6834)  0.07
H (-21.9182, 6.3161, 17.6433)  0.04
C (-22.1998, 2.0946, 21.7918)  0.00
N (-22.7987, 1.8155, 20.5292)  -0.01
O (-22.7982, 2.6877, 19.6516)  0.02
O (-23.4014, 0.7899, 20.3239)  0.02
H (-22.3872, 3.1418, 22.0294)  0.00
H (-21.1716, 1.7908, 21.5952)  0.00
H (-22.7278, 1.4601, 22.5036)  0.00
C (-27.0291, 4.1407, 14.5596)  0.00
N (-26.4493, 3.7939, 15.8572)  -0.01
O (-27.2679, 3.4838, 16.7195)  0.01
O (-25.2767, 4.0356, 16.0780)  0.00
H (-26.2441, 4.2876, 13.8178)  0.00
H (-27.5242, 5.1086, 14.6380)  0.00
H (-27.6178, 3.2572, 14.3126)  0.00
C (-17.0717, 6.2098, 17.4019)  0.00
N (-18.2621, 5.6290, 16.6938)  0.00
O (-19.2836, 6.2908, 16.7040)  0.02
O (-18.1650, 4.6229, 16.0648)  -0.01
H (-16.5028, 6.6387, 16.5770)  0.00
H (-16.6173, 5.3477, 17.8900)  0.00
H (-17.2049, 6.9640, 18.1775)  0.00

The net charge is -1. The HOMO-LUMO gap (spin up / spin down) comes out at 7.10 / 3.58 eV. The spin multiplicity is 9. The expectation value of S² is 20.030.